[1]
Computed, not measured: a structure of composition C28H24N9O7S2Yb at a distorted geometry, with ωB97M-V/def2-TZVPD.

Each line ends with the Mulliken charge.
Positions of all 71 atoms, in Å:
Yb  -0.3760  -0.3309  -0.3097  0.357
C  0.2643  4.4373  -0.4642  -1.831
C  -0.2578  3.0943  -0.0703  1.158
N  0.4845  2.0579  0.0784  1.372
N  1.8292  2.1780  -0.0205  -1.646
C  2.4056  1.0219  -0.2982  0.312
O  1.7863  -0.0236  -0.6740  -0.386
C  3.8830  0.9744  -0.1437  0.333
C  4.5091  -0.2695  -0.1482  -0.405
C  5.8770  -0.3617  0.0507  -0.775
C  6.6283  0.7885  0.2462  -0.347
C  6.0080  2.0310  0.2420  -0.725
C  4.6395  2.1269  0.0519  -0.189
C  -1.6932  2.8564  0.1403  0.625
C  -2.6511  3.8169  -0.1700  -1.155
C  -3.9888  3.5242  0.0275  -0.558
C  -4.3353  2.2948  0.5614  -1.021
C  -3.3189  1.3965  0.8472  -0.173
N  -2.0340  1.6514  0.6323  0.424
H  1.3403  4.4534  -0.3106  0.422
H  -0.2067  5.2298  0.1180  0.406
H  0.0666  4.6166  -1.5240  0.332
H  3.8998  -1.1492  -0.3100  0.512
H  6.3611  -1.3302  0.0528  0.397
H  7.6980  0.7179  0.3983  0.377
H  6.5975  2.9270  0.3902  0.390
H  4.1383  3.0843  0.0494  0.462
H  -2.3514  4.7705  -0.5806  0.470
H  -4.7513  4.2469  -0.2331  0.427
H  -5.3673  2.0298  0.7433  0.441
H  -3.5399  0.4264  1.2722  0.552
N  0.0752  1.5986  3.0105  -0.230
C  0.1764  0.2940  3.2500  0.451
N  0.0369  -0.0875  4.5218  -0.826
C  0.2083  -1.3814  4.7483  0.320
N  0.0570  -1.8237  6.0075  -0.362
N  0.5243  -2.2905  3.8134  -0.766
C  0.6097  -1.8186  2.5850  0.247
N  0.4341  -0.5465  2.2115  0.101
C  0.9797  -2.8027  1.5375  0.776
C  1.4214  -4.0717  1.8864  -0.739
C  1.8348  -4.9268  0.8793  -0.565
C  1.7997  -4.4824  -0.4313  -1.038
C  1.3196  -3.2094  -0.6906  -0.568
N  0.9106  -2.3905  0.2741  0.751
H  -0.1651  2.2016  3.7748  0.232
H  0.1292  1.9293  2.0614  -0.036
H  -0.1637  -1.1661  6.7314  0.247
H  0.2149  -2.7917  6.2144  0.232
H  1.4370  -4.3509  2.9284  0.534
H  2.1824  -5.9238  1.1156  0.430
H  2.1293  -5.1118  -1.2459  0.480
H  1.2423  -2.8231  -1.6984  0.641
O  -0.1119  0.4632  -4.2261  -0.746
S  -0.8043  0.0448  -3.0468  1.856
O  -0.2382  -1.1394  -2.3691  -0.571
O  -0.9776  1.0849  -2.0121  -0.657
C  -2.4395  -0.4698  -3.5158  0.164
C  -2.8296  -0.5097  -4.8398  -0.516
C  -4.0801  -1.0109  -5.1697  -0.694
C  -4.9141  -1.4804  -4.1640  -0.543
C  -4.5299  -1.4285  -2.8323  -0.663
C  -3.2874  -0.9045  -2.4963  -0.176
S  -2.6369  -2.1351  -0.1168  0.128
O  -1.6301  -2.9086  -0.8256  -0.404
O  -2.9003  -0.7373  -1.2023  0.397
O  -1.9651  -1.3159  0.9404  -0.213
H  -2.1290  -0.1552  -5.5850  0.525
H  -4.3945  -1.0416  -6.2038  0.408
H  -5.8867  -1.8824  -4.4180  0.393
H  -5.1837  -1.7861  -2.0468  0.443

Atomic forces in eV per Å
Yb 1.0965 1.2049 1.4479
C 0.0072 -0.0608 0.0945
C 0.3423 -0.0271 0.0482
N -0.1688 -0.4861 -0.3271
N 0.5283 0.1919 0.1676
C -0.2887 0.4250 -0.0521
O 0.2300 0.1299 0.1837
C 0.1140 -0.1711 -0.0658
C -0.0768 0.0737 -0.0419
C 0.0499 -0.0158 0.0036
C 0.0062 -0.0277 0.0022
C 0.0281 0.0395 0.0013
C -0.0384 -0.0515 -0.0141
C -0.3846 -0.0816 0.0597
C 0.1465 0.0131 0.0171
C -0.0658 -0.0770 0.0397
C 0.0315 0.1089 -0.0249
C -0.0502 0.0062 0.1184
N 0.0144 -0.0765 -0.2696
H -0.0224 0.0280 -0.0175
H -0.0021 0.0339 -0.0364
H -0.0202 0.0191 0.0005
H 0.0289 -0.0181 0.0067
H -0.0105 0.0013 -0.0043
H -0.0024 0.0016 0.0006
H -0.0157 0.0032 -0.0067
H 0.0180 0.0119 0.0172
H 0.0110 -0.0132 -0.0054
H 0.0109 0.0113 0.0116
H 0.0137 -0.0201 0.0175
H 0.0075 -0.0172 -0.0616
N -0.0017 -0.0878 -0.1170
C 0.0667 -0.2028 0.0700
N -0.0120 0.0360 0.1173
C -0.0350 0.1309 -0.1349
N -0.0051 -0.0031 0.0463
N 0.0541 -0.2003 -0.0228
C -0.0574 0.2350 0.2027
N -0.1810 0.0294 0.0039
C 0.1172 -0.1339 -0.1064
C 0.0179 0.0378 -0.0001
C -0.0354 0.0576 0.0170
C 0.0421 0.0093 -0.0162
C 0.0082 0.0272 -0.0679
N -0.2565 -0.0384 0.0112
H 0.0061 0.0265 -0.0072
H 0.0020 0.1029 -0.0364
H 0.0145 -0.0136 0.0194
H -0.0133 -0.0007 -0.0124
H 0.0121 -0.0156 -0.0060
H 0.0133 0.0011 0.0038
H -0.0227 0.0170 -0.0163
H -0.0109 -0.0453 -0.0100
O -0.1388 -0.0613 0.0760
S -0.3642 0.3431 -1.7500
O 0.1944 -0.0918 -0.1209
O 0.0795 -0.1286 -0.1137
C 0.3261 -0.0086 0.4282
C 0.0994 0.0306 -0.0393
C 0.0173 -0.0107 0.0405
C -0.0348 0.0046 -0.0833
C 0.1040 0.0255 0.1509
C -0.1802 -0.0532 -0.3265
S -1.0816 -1.0546 0.1223
O -0.2108 0.0360 -0.0913
O 0.3660 -0.0682 0.4580
O -0.3390 -0.0862 0.0382
H -0.0726 -0.0204 -0.0457
H -0.0167 -0.0175 0.0047
H 0.0087 -0.0106 0.0072
H -0.0182 0.0436 -0.0041

Summary:
Gap between HOMO and LUMO (spin up / spin down) = 7.702 / 7.695 eV
Highest occupied orbital energy (spin up / spin down) = -7.80 / -7.80 eV
Energy above the lowest of the compared OMol25 structures with the same formula, charge and spin = 39.3 kJ/mol
Multiplicity = 2
M = 835.73 g mol⁻¹
Calculated total energy = -4056.26126 Eh
Total charge = 0



[2]
Computed, not measured: a structure of composition C28H25BeF5NO2 at a distorted geometry, with ωB97M-V/def2-TZVPD.

Each line ends with the Mulliken charge.
Positions of all 62 atoms, in Å:
C  2.0652  0.0948  1.4211  -0.485
C  2.4187  -0.4946  0.1923  -0.804
C  2.2199  0.4427  -0.8375  -0.603
H  2.8369  -1.4921  0.0646  0.383
C  1.7504  1.6711  -0.2526  -0.023
C  1.6145  1.4303  1.1792  -0.638
H  1.7803  2.6600  -0.7056  0.802
C  -1.2644  -1.8088  1.5300  -0.643
C  -0.2093  -2.5010  0.8811  -1.017
C  -0.4429  -2.4565  -0.5192  -0.301
H  0.6390  -2.9806  1.3663  0.430
C  -1.6431  -1.7242  -0.7340  0.249
C  -2.1425  -1.3230  0.5305  -1.134
H  2.4813  0.3058  -1.8864  0.391
H  1.4729  2.2151  1.9187  0.710
H  2.2091  -0.3518  2.4063  0.380
H  -3.0893  -0.8026  0.6840  0.373
H  0.1680  -2.9100  -1.3016  0.350
H  -1.4035  -1.7028  2.6023  0.479
Be  0.0870  1.0202  0.1034  -1.055
C  -2.3578  -1.4924  -2.0401  2.748
C  -3.7538  -2.1249  -1.9394  -2.039
C  -1.6087  -2.1280  -3.2198  -2.350
H  -3.6712  -3.1792  -1.6534  0.409
H  -4.2687  -2.0732  -2.9080  0.522
H  -4.3746  -1.6109  -1.1938  0.320
H  -1.5500  -3.2145  -3.0693  0.518
H  -0.5907  -1.7314  -3.3240  0.297
H  -2.1587  -1.9433  -4.1522  0.395
C  -2.5494  0.0443  -2.2669  -1.280
C  -1.3013  0.8139  -2.6120  -0.001
H  -2.9893  0.5039  -1.3671  0.160
H  -3.2591  0.1841  -3.0989  0.436
O  -0.3211  0.9389  -1.8438  0.127
N  -1.2191  1.4164  -3.8026  0.089
C  -0.2299  2.4942  -4.0307  -1.282
H  -1.9996  1.3330  -4.4353  0.304
C  1.1391  1.9612  -4.3491  0.944
C  2.2759  2.6204  -3.8669  -0.325
H  2.1414  3.5256  -3.2688  0.342
C  3.5458  2.1178  -4.1501  -0.579
H  4.4260  2.6307  -3.7587  0.340
C  3.6851  0.9705  -4.9410  -0.457
H  4.6803  0.5849  -5.1693  0.357
C  2.5481  0.3271  -5.4433  -0.617
H  2.6433  -0.5629  -6.0664  0.374
C  1.2736  0.8294  -5.1554  -0.279
H  0.3756  0.3469  -5.5511  0.321
H  -0.1943  3.1529  -3.1530  0.309
H  -0.6170  3.0734  -4.8775  0.486
F  -3.2651  3.6696  5.2288  -0.325
C  -2.7502  3.0936  4.1278  0.505
C  -3.1995  3.4656  2.8641  0.186
F  -4.1628  4.4051  2.7458  -0.325
C  -2.6640  2.8769  1.7369  -0.189
F  -3.1076  3.2025  0.5016  -0.300
C  -1.6435  1.9214  1.8556  0.238
O  -1.1844  1.3541  0.7414  0.920
C  -1.2191  1.5348  3.1302  0.287
F  -0.2963  0.5426  3.2859  -0.318
C  -1.7614  2.1157  4.2581  0.206
F  -1.3375  1.7395  5.4803  -0.317

Atomic forces in eV per Å
C -0.0827 0.8969 -0.0023
C 0.1966 0.5104 -0.2914
C 0.5599 0.4812 0.6437
H -0.4194 0.2198 0.0164
C 0.8394 -0.4632 0.5072
C 1.6899 -0.5007 -0.2613
H -0.3129 -0.2981 -0.0186
C -0.0194 -0.2334 -0.5520
C -0.3949 0.0533 -0.2184
C -0.2979 0.2071 0.3086
H -0.1683 0.1160 -0.0739
C 0.4451 -0.1671 0.4813
C 0.1123 -0.6513 -0.0677
H -0.3934 -0.0203 0.2604
H -0.2195 -0.2889 -0.1267
H -0.4855 0.0431 -0.3940
H 0.2624 0.0061 0.1086
H -0.0597 0.1558 0.2838
H 0.1012 0.0333 -0.1661
Be -0.0101 -0.8247 -1.1800
C 0.3146 0.1243 0.5004
C -0.2476 0.1253 -0.3063
C -0.1794 0.1062 0.0398
H 0.0661 0.2203 0.0148
H -0.1093 0.0138 -0.0126
H 0.2034 -0.1534 -0.1054
H 0.0610 0.2809 -0.0316
H -0.1501 -0.0840 0.0811
H 0.0705 -0.0196 -0.0146
C -0.2866 -0.1302 -0.5845
C 0.9327 -0.5137 1.7618
H 0.2697 -0.2096 -0.1977
H -0.0171 0.0341 0.1214
O -1.1275 0.0824 -0.0978
N -0.0465 0.9545 -0.7033
C -0.6420 -0.4941 -0.0908
H 0.0906 0.0858 0.1652
C 0.4270 0.0267 -0.0926
C -0.1529 -0.3189 -0.1919
H 0.1524 -0.3385 -0.0722
C -0.1093 -0.0127 -0.2030
H -0.2218 -0.2024 -0.1085
C -0.2070 0.0969 0.0783
H -0.2999 0.0747 0.1003
C -0.1422 0.2776 0.0883
H 0.0379 0.2259 0.1769
C 0.4312 0.0429 0.0686
H 0.3556 0.0416 0.1973
H -0.0199 -0.2502 -0.1454
H 0.0950 -0.0143 0.1170
F -0.0277 0.0213 -0.0754
C 0.2618 -0.2606 0.0194
C -0.2279 0.1961 0.1265
F 0.2514 -0.2523 0.1076
C 0.2720 -0.1743 0.0595
F 0.1197 0.0074 0.6383
C 0.5560 -0.9805 -1.7031
O -1.3069 1.2041 1.1354
C 0.5679 -0.7743 0.1534
F -0.8730 1.1601 -0.0641
C -0.2575 0.3058 0.1394
F -0.2275 0.1998 -0.3478

Summary:
Gap between HOMO and LUMO = 5.145 eV
Highest occupied orbital energy = -2.75 eV
Energy above the lowest of the compared OMol25 structures with the same formula, charge and spin = 0.0 kJ/mol
M = 511.52 g mol⁻¹
Calculated total energy = -1801.33719 Eh
Total charge = -1